1.
{"formula": "C24H50FN3O15S", "method": "ωB97M-V with the def2-TZVPD basis set", "elements": ["C", "C", "O", "C", "N", "O", "C", "C", "C", "O", "C", "C", "O", "C", "O", "O", "C", "C", "C", "C", "C", "O", "O", "C", "C", "C", "C", "C", "S", "O", "O", "O", "C", "F", "C", "C", "H", "H", "H", "H", "H", "H", "H", "H", "H", "H", "H", "H", "H", "H", "H", "H", "H", "H", "H", "H", "H", "H", "H", "H", "H", "H", "H", "H", "H", "H", "H", "H", "H", "H", "H", "H", "H", "H", "H", "H", "H", "H", "H", "H", "C", "N", "O", "O", "H", "H", "H", "C", "N", "O", "O", "H", "H", "H"], "coordinates": [[4.41, -3.41, 1.11], [3.14, -2.97, 0.36], [3.20, -1.56, 0.27], [1.97, -0.89, -0.03], [1.22, -0.65, 1.16], [1.26, -1.75, -0.88], [-0.15, -1.60, -0.88], [-0.84, -2.60, 0.05], [-2.29, -2.18, 0.21], [-3.19, -3.13, -0.39], [-4.44, -2.54, -0.49], [-5.24, -2.49, 0.78], [-4.83, -2.04, -1.55], [-0.63, -1.82, -2.33], [-1.53, -0.79, -2.71], [-1.36, -0.47, -4.09], [2.41, 0.47, -0.69], [3.46, 1.08, 0.29], [4.94, 0.90, -0.04], [5.83, 1.14, 1.18], [5.63, 2.51, 1.84], [4.88, 2.44, 3.04], [1.26, 1.32, -0.59], [0.48, 1.51, -1.75], [-0.87, 2.11, -1.36], [-1.29, 3.33, -2.20], [-1.40, 4.61, -1.37], [-2.50, 4.50, -0.31], [-1.92, 4.35, 1.37], [-0.50, 4.51, 1.43], [-2.45, 3.13, 1.93], [-2.64, 5.55, 2.13], [3.01, 0.30, -2.07], [2.17, -0.41, -2.95], [3.48, 1.55, -2.83], [3.39, 2.94, -2.19], [4.74, -4.40, 0.79], [5.18, -2.66, 0.98], [4.20, -3.45, 2.18], [2.29, -3.30, 0.95], [3.13, -3.45, -0.61], [1.33, 0.27, 1.56], [1.32, -1.39, 1.84], [-0.48, -0.60, -0.62], [-0.36, -2.58, 1.02], [-0.79, -3.60, -0.38], [-2.52, -2.08, 1.27], [-2.47, -1.21, -0.26], [-4.98, -3.33, 1.41], [-5.01, -1.56, 1.31], [-6.30, -2.50, 0.55], [0.24, -1.84, -2.97], [-1.12, -2.80, -2.44], [-1.53, -1.30, -4.56], [3.30, 0.72, 1.30], [3.24, 2.15, 0.31], [5.29, 1.49, -0.88], [5.10, -0.14, -0.32], [6.87, 1.00, 0.88], [5.63, 0.35, 1.90], [6.61, 2.90, 2.11], [5.12, 3.17, 1.14], [4.36, 1.64, 3.05], [0.95, 2.17, -2.49], [0.27, 0.59, -2.27], [-1.64, 1.34, -1.34], [-0.76, 2.44, -0.33], [-2.30, 3.15, -2.58], [-0.65, 3.48, -3.07], [-1.71, 5.40, -2.05], [-0.44, 4.87, -0.95], [-3.12, 3.62, -0.47], [-3.17, 5.35, -0.36], [-2.98, 5.17, 2.95], [3.84, -0.38, -1.95], [4.52, 1.39, -3.11], [2.94, 1.57, -3.77], [4.29, 3.23, -1.67], [3.27, 3.67, -2.99], [2.56, 3.09, -1.51], [-4.55, 1.79, 2.63], [-5.75, 0.98, 3.00], [-5.71, -0.21, 2.79], [-6.68, 1.58, 3.48], [-3.80, 1.13, 2.21], [-4.86, 2.53, 1.91], [-4.19, 2.26, 3.54], [-4.35, -7.49, 1.27], [-4.49, -6.26, 2.08], [-5.59, -5.99, 2.52], [-3.49, -5.59, 2.25], [-5.31, -7.98, 1.21], [-3.99, -7.20, 0.29], [-3.62, -8.13, 1.77]], "total_charge": 0, "homo_energy_ev": -9.2, "smiles": "CCO[C@](N)(O[C@H](CCOC(C)=O)COO)[C@](CCCCO)(OCCCCCS(=O)(=O)O)[C@@H](F)CC.C[N+](=O)[O-].C[N+](=O)[O-]", "homo_lumo_gap_ha": 0.348}

2.
{"formula": "C24H50FNO13S5", "method": "ωB97M-V with the def2-TZVPD basis set", "elements": ["N", "H", "H", "H", "H", "F", "C", "C", "C", "O", "C", "O", "O", "H", "H", "H", "H", "H", "H", "C", "C", "C", "S", "O", "O", "C", "H", "H", "H", "H", "H", "H", "H", "H", "C", "C", "C", "S", "O", "O", "C", "H", "H", "H", "H", "H", "H", "H", "H", "C", "C", "C", "S", "O", "O", "C", "H", "H", "H", "H", "H", "H", "H", "H", "C", "C", "C", "S", "O", "O", "C", "H", "H", "H", "H", "H", "H", "H", "H", "C", "C", "C", "S", "O", "O", "C", "H", "H", "H", "H", "H", "H", "H", "H"], "coordinates": [[17.69, 25.41, 31.11], [17.19, 25.96, 30.50], [17.54, 25.65, 32.03], [18.71, 25.29, 31.00], [17.34, 24.44, 31.30], [19.30, 24.63, 33.33], [21.70, 26.93, 32.65], [22.80, 25.96, 31.93], [22.02, 24.80, 31.32], [22.52, 24.86, 29.96], [23.07, 25.95, 29.66], [23.47, 26.20, 28.53], [23.14, 26.72, 30.76], [22.16, 27.86, 33.12], [21.25, 26.57, 33.55], [20.92, 27.26, 32.12], [23.63, 25.80, 32.70], [20.89, 24.98, 31.17], [22.06, 23.78, 31.80], [16.92, 21.00, 32.98], [18.26, 20.93, 32.34], [18.17, 21.18, 30.88], [16.46, 21.31, 30.48], [16.27, 20.57, 29.27], [15.93, 22.65, 30.61], [15.88, 20.47, 31.89], [16.60, 22.14, 33.20], [16.92, 20.27, 34.09], [18.78, 20.10, 32.73], [18.79, 21.94, 32.48], [18.74, 20.49, 30.18], [18.76, 22.08, 30.45], [15.98, 19.41, 31.62], [14.98, 20.67, 32.21], [16.87, 29.98, 33.11], [15.91, 29.30, 34.18], [14.54, 29.01, 33.68], [14.80, 28.66, 32.00], [13.56, 29.07, 31.33], [15.26, 27.26, 32.11], [16.15, 29.76, 31.74], [17.96, 29.43, 33.05], [17.14, 31.04, 33.37], [15.98, 29.91, 34.97], [16.44, 28.38, 34.43], [13.98, 29.93, 33.90], [13.84, 28.35, 34.15], [15.69, 30.76, 31.34], [16.74, 29.02, 31.14], [18.45, 24.79, 25.63], [19.90, 24.93, 25.71], [20.32, 24.63, 27.14], [19.20, 23.45, 27.71], [18.37, 24.02, 28.72], [19.92, 22.24, 28.02], [18.19, 23.40, 26.31], [18.07, 24.43, 24.51], [17.91, 25.52, 26.29], [20.10, 25.89, 25.60], [20.18, 24.45, 24.94], [20.11, 25.54, 27.83], [21.29, 24.32, 27.01], [17.00, 23.22, 26.44], [18.81, 22.61, 25.70], [13.13, 28.89, 27.52], [14.08, 29.99, 27.00], [15.32, 29.83, 27.70], [15.60, 28.03, 27.78], [15.82, 27.55, 29.10], [16.42, 27.59, 26.71], [13.88, 27.55, 27.37], [12.39, 28.75, 26.79], [12.60, 29.21, 28.45], [13.70, 31.13, 27.26], [14.11, 29.81, 25.98], [15.24, 30.02, 28.90], [16.24, 30.15, 27.42], [13.56, 26.81, 27.97], [13.91, 27.18, 26.46], [21.68, 29.54, 27.83], [21.04, 28.49, 26.87], [19.55, 28.49, 27.12], [19.34, 28.76, 28.89], [19.07, 27.54, 29.54], [18.59, 29.93, 29.10], [21.10, 29.36, 29.20], [21.24, 30.52, 27.42], [22.90, 29.38, 27.74], [21.35, 27.50, 27.06], [21.11, 28.78, 25.89], [19.50, 27.42, 26.78], [19.23, 29.32, 26.39], [21.55, 28.53, 29.65], [20.98, 30.29, 29.74]], "e_above_lowest_kcal_mol": 0.0, "total_charge": 0, "homo_energy_ev": -8.2, "homo_lumo_gap_ha": 0.308}

3.
{"formula": "C24H50GaN5O8S", "method": "ωB97M-V with the def2-TZVPD basis set", "elements": ["C", "C", "O", "N", "C", "C", "C", "C", "C", "Ga", "C", "C", "S", "C", "N", "N", "C", "O", "C", "O", "O", "H", "H", "H", "H", "H", "H", "H", "H", "H", "H", "H", "H", "H", "H", "H", "H", "H", "H", "H", "H", "C", "O", "C", "C", "N", "C", "C", "O", "C", "H", "H", "H", "H", "H", "H", "H", "H", "H", "H", "H", "H", "H", "H", "H", "C", "O", "C", "C", "N", "C", "C", "O", "C", "H", "H", "H", "H", "H", "H", "H", "H", "H", "H", "H", "H", "H", "H", "H"], "coordinates": [[-2.51, 6.18, -2.99], [-1.85, 4.83, -3.17], [-1.98, 4.27, -4.24], [-1.03, 4.33, -2.19], [-1.46, 4.55, -0.80], [-0.61, 2.94, -2.44], [0.13, 2.32, -1.26], [0.61, 0.92, -1.60], [-0.53, -0.11, -1.59], [-1.46, -0.37, 0.23], [-0.30, -1.42, 1.55], [0.83, -0.64, 2.25], [0.42, -0.09, 3.95], [0.24, 1.63, 3.76], [-0.87, 2.30, 3.70], [-0.51, 3.64, 3.54], [0.79, 3.66, 3.51], [1.34, 2.44, 3.66], [-3.18, -1.51, -0.04], [-4.31, -0.99, 0.17], [-3.01, -2.73, -0.38], [-3.22, 6.28, -3.80], [-1.80, 6.99, -2.96], [-3.09, 6.21, -2.07], [-0.59, 4.64, -0.16], [-2.02, 5.47, -0.68], [-2.05, 3.73, -0.41], [-1.46, 2.31, -2.69], [0.10, 2.96, -3.27], [0.96, 2.96, -0.96], [-0.55, 2.19, -0.42], [1.32, 0.62, -0.82], [1.14, 0.94, -2.56], [-0.17, -1.08, -1.92], [-1.32, 0.16, -2.29], [-1.90, 1.05, 0.89], [0.21, -2.19, 0.96], [-0.96, -1.91, 2.25], [1.07, 0.25, 1.69], [1.76, -1.20, 2.32], [1.42, 4.52, 3.39], [-4.33, -7.88, 2.50], [-4.90, -7.00, 1.56], [-6.15, -6.45, 1.95], [-6.05, -4.96, 2.23], [-5.29, -4.70, 3.44], [-4.98, -3.28, 3.66], [-4.08, -2.58, 2.65], [-2.75, -3.06, 2.65], [-2.49, -4.16, 1.80], [-3.45, -8.31, 2.04], [-4.03, -7.36, 3.41], [-5.03, -8.68, 2.76], [-6.55, -6.98, 2.83], [-6.85, -6.60, 1.12], [-7.07, -4.57, 2.36], [-5.61, -4.48, 1.34], [-4.41, -5.21, 3.38], [-4.50, -3.21, 4.64], [-5.92, -2.73, 3.72], [-4.02, -1.53, 2.93], [-4.48, -2.59, 1.63], [-3.14, -4.15, 0.93], [-2.57, -5.11, 2.34], [-1.46, -4.06, 1.44], [4.22, 3.86, -2.81], [3.92, 2.53, -2.46], [4.13, 1.59, -3.50], [5.26, 0.65, -3.14], [6.55, 1.35, -3.15], [7.65, 0.58, -2.58], [7.58, 0.22, -1.10], [7.68, 1.33, -0.23], [6.45, 1.97, 0.06], [3.90, 4.50, -1.98], [5.30, 4.01, -2.96], [3.69, 4.17, -3.71], [4.32, 2.09, -4.46], [3.22, 1.00, -3.60], [5.30, -0.17, -3.86], [5.03, 0.23, -2.16], [6.46, 2.21, -2.62], [8.56, 1.16, -2.74], [7.76, -0.35, -3.16], [8.45, -0.41, -0.88], [6.70, -0.39, -0.86], [5.60, 1.28, 0.05], [6.25, 2.79, -0.63], [6.53, 2.40, 1.06]], "e_above_lowest_kcal_mol": 0.0, "total_charge": -2, "homo_energy_ev": 0.4, "homo_lumo_gap_ha": 0.119}

4.
{"formula": "C24H50N2O4Si4", "method": "ωB97M-V with the def2-TZVPD basis set", "elements": ["N", "C", "C", "C", "C", "N", "C", "O", "C", "C", "C", "C", "C", "C", "C", "O", "H", "H", "H", "H", "H", "H", "H", "H", "H", "H", "H", "H", "H", "H", "C", "Si", "C", "C", "O", "Si", "C", "C", "C", "H", "H", "H", "H", "H", "H", "H", "H", "H", "H", "H", "H", "H", "H", "H", "H", "H", "H", "C", "Si", "C", "C", "O", "Si", "C", "C", "C", "H", "H", "H", "H", "H", "H", "H", "H", "H", "H", "H", "H", "H", "H", "H", "H", "H", "H"], "coordinates": [[3.85, 1.42, -1.16], [4.24, 1.61, -2.59], [3.80, 0.36, -3.48], [2.56, 0.79, -4.39], [1.32, 0.84, -3.44], [0.09, 1.49, -3.99], [-0.32, 2.39, -2.90], [-1.15, 2.18, -2.07], [0.55, 3.67, -3.16], [1.02, 4.72, -2.28], [1.87, 5.75, -2.91], [2.19, 5.76, -4.34], [1.70, 4.68, -5.23], [0.90, 3.66, -4.60], [0.24, 2.36, -5.14], [-0.11, 2.08, -6.25], [3.28, 0.57, -1.07], [3.28, 2.19, -0.81], [3.73, 2.53, -3.00], [5.34, 1.80, -2.64], [4.66, 0.19, -4.18], [3.58, -0.54, -2.85], [2.86, 1.77, -4.84], [2.42, 0.01, -5.19], [1.59, 1.25, -2.42], [1.03, -0.24, -3.24], [0.78, 4.70, -1.20], [2.28, 6.57, -2.27], [2.83, 6.55, -4.78], [1.93, 4.62, -6.31], [-5.13, -3.68, 0.68], [-5.92, -1.99, 0.55], [-6.76, -1.85, -1.13], [-7.25, -1.88, 1.86], [-4.77, -0.80, 0.70], [-3.38, -0.35, -0.10], [-2.55, 1.14, 0.67], [-3.78, 0.08, -1.88], [-2.14, -1.76, -0.08], [-4.46, -3.86, -0.16], [-5.89, -4.46, 0.70], [-4.54, -3.75, 1.60], [-7.15, -0.84, -1.28], [-7.60, -2.56, -1.20], [-6.06, -2.07, -1.93], [-7.78, -0.93, 1.81], [-6.83, -1.99, 2.86], [-7.98, -2.68, 1.71], [-3.21, 2.01, 0.66], [-1.65, 1.39, 0.11], [-2.26, 0.94, 1.71], [-4.11, -0.81, -2.43], [-2.90, 0.47, -2.39], [-4.57, 0.83, -1.93], [-2.51, -2.61, -0.66], [-1.96, -2.10, 0.95], [-1.19, -1.44, -0.51], [1.50, -0.41, 1.65], [2.79, -1.62, 2.29], [2.10, -3.36, 2.12], [4.29, -1.49, 1.18], [3.13, -1.30, 3.88], [2.29, -1.25, 5.32], [3.37, -0.79, 6.77], [1.52, -2.92, 5.68], [0.91, 0.03, 5.20], [0.54, -0.56, 2.15], [1.35, -0.54, 0.58], [1.82, 0.62, 1.84], [2.78, -4.09, 2.57], [1.97, -3.62, 1.07], [1.13, -3.45, 2.61], [5.06, -2.20, 1.47], [4.71, -0.48, 1.21], [4.00, -1.71, 0.15], [4.17, -1.52, 6.92], [2.76, -0.77, 7.69], [3.81, 0.20, 6.64], [0.75, -3.17, 4.94], [1.06, -2.93, 6.67], [2.28, -3.71, 5.66], [0.16, -0.27, 4.47], [1.32, 1.00, 4.90], [0.42, 0.15, 6.17]], "total_charge": 0, "homo_energy_ev": -9.4, "smiles": "NCCCCN1C(=O)c2ccccc2C1=O.C[Si](C)(C)O[Si](C)(C)C.C[Si](C)(C)O[Si](C)(C)C", "homo_lumo_gap_ha": 0.330}

5.
{"formula": "C24H50O15S", "method": "ωB97M-V with the def2-TZVPD basis set", "elements": ["C", "C", "O", "S", "C", "O", "O", "H", "H", "H", "H", "H", "H", "H", "H", "C", "O", "C", "O", "O", "C", "H", "H", "H", "H", "H", "H", "C", "O", "C", "O", "O", "C", "H", "H", "H", "H", "H", "H", "C", "O", "C", "O", "O", "C", "H", "H", "H", "H", "H", "H", "C", "C", "C", "O", "C", "H", "H", "H", "H", "H", "H", "H", "H", "C", "C", "C", "O", "C", "H", "H", "H", "H", "H", "H", "H", "H", "C", "C", "C", "O", "C", "H", "H", "H", "H", "H", "H", "H", "H"], "coordinates": [[3.86, 2.40, -0.83], [2.30, 2.33, -1.03], [1.76, 3.48, -1.63], [2.10, 3.68, -3.22], [1.02, 5.12, -3.59], [3.48, 4.04, -3.38], [1.60, 2.49, -3.88], [4.27, 1.62, -0.19], [4.03, 3.30, -0.24], [4.53, 2.46, -1.68], [2.17, 1.43, -1.65], [1.79, 2.19, -0.08], [0.04, 4.81, -3.25], [0.96, 5.15, -4.68], [1.41, 6.01, -3.11], [-3.54, 1.41, 4.58], [-3.16, 0.08, 4.29], [-3.82, -0.68, 3.35], [-4.91, -0.38, 2.76], [-3.16, -1.81, 3.12], [-3.68, -2.72, 2.11], [-4.57, 1.58, 4.89], [-3.37, 1.97, 3.65], [-2.92, 1.77, 5.40], [-3.29, -2.39, 1.15], [-4.77, -2.73, 2.13], [-3.23, -3.70, 2.26], [3.18, -1.54, 7.21], [1.87, -2.06, 7.13], [1.10, -1.96, 5.96], [1.38, -1.37, 4.94], [-0.03, -2.74, 6.08], [-1.03, -2.86, 5.11], [3.80, -2.31, 7.68], [3.16, -0.60, 7.76], [3.50, -1.27, 6.20], [-1.84, -3.40, 5.61], [-0.64, -3.45, 4.28], [-1.37, -1.90, 4.72], [-3.59, 7.27, -1.17], [-2.77, 6.46, -0.47], [-2.35, 5.34, -1.09], [-2.49, 4.94, -2.23], [-1.76, 4.62, -0.10], [-0.99, 3.46, -0.41], [-3.24, 7.74, -2.08], [-3.73, 8.07, -0.44], [-4.62, 7.01, -1.41], [-1.02, 3.31, -1.49], [-1.38, 2.57, 0.08], [0.06, 3.57, -0.12], [-2.39, 0.08, -6.36], [-2.12, 1.28, -5.46], [-1.79, 0.64, -4.06], [-1.52, -0.77, -4.39], [-1.50, -0.89, -5.83], [-2.19, 0.49, -7.35], [-3.40, -0.33, -6.29], [-2.94, 2.00, -5.42], [-1.28, 1.87, -5.80], [-2.68, 0.90, -3.49], [-0.94, 1.18, -3.64], [-1.89, -1.86, -6.13], [-0.49, -0.84, -6.25], [1.16, -1.29, 0.96], [0.63, -1.61, -0.47], [-0.63, -0.60, -0.63], [-1.11, -0.26, 0.64], [-0.20, -0.82, 1.66], [1.81, -0.41, 0.92], [1.67, -2.03, 1.58], [0.25, -2.63, -0.59], [1.30, -1.49, -1.32], [-1.38, -0.82, -1.39], [-0.51, 0.42, -0.99], [-0.63, -1.71, 2.13], [0.00, -0.13, 2.48], [3.05, -5.25, 0.58], [2.76, -5.21, -0.91], [4.19, -5.46, -1.47], [4.97, -5.74, -0.38], [4.22, -6.19, 0.71], [2.23, -5.66, 1.17], [3.36, -4.29, 0.98], [2.35, -4.27, -1.28], [2.00, -5.91, -1.26], [4.57, -4.51, -1.86], [4.24, -6.27, -2.20], [4.68, -6.16, 1.69], [3.99, -7.25, 0.77]], "total_charge": 0, "homo_energy_ev": -9.2, "smiles": "CCOS(C)(=O)=O.COC(=O)OC.COC(=O)OC.COC(=O)OC.C1CCOC1.C1CCOC1.C1CCOC1", "homo_lumo_gap_ha": 0.355}